Entry 1:
{"formula": "C19H37N3O3", "method": "ωB97M-V/def2-TZVPD", "relative_energy_kcal_mol": 3.2, "multiplicity": 1, "smiles": "CCOC(=O)N1CCC(N2CCN(CCC(C)C)[C@H](CCO)C2)CC1", "homo_lumo_gap_ev": 8.672, "energy_ev": -30916.97691, "symbols": ["O", "O", "O", "N", "N", "N", "C", "C", "C", "C", "C", "C", "C", "C", "C", "C", "C", "C", "C", "C", "C", "C", "C", "C", "C", "H", "H", "H", "H", "H", "H", "H", "H", "H", "H", "H", "H", "H", "H", "H", "H", "H", "H", "H", "H", "H", "H", "H", "H", "H", "H", "H", "H", "H", "H", "H", "H", "H", "H", "H", "H", "H"], "positions_angstrom": [[5.8398, 0.5915, 0.4936], [-3.2276, 3.1786, 0.1712], [5.4891, -1.4190, 1.4668], [-2.5040, -0.1471, -0.9871], [4.4690, -0.8944, -0.4859], [0.3310, -0.4080, -1.3562], [-4.4958, -0.3330, 0.4075], [5.2734, -0.6366, 0.5696], [-2.7613, 2.7874, -1.1005], [6.7585, 0.9201, 1.5338], [-0.1960, 0.0483, -0.0850], [2.6249, 0.4788, -1.2994], [-0.5599, -1.4153, -1.8980], [4.0907, 0.0815, -1.4823], [-1.9191, -0.7551, -2.1616], [1.7386, -0.7702, -1.3742], [3.6720, -2.1016, -0.4954], [-6.6830, -0.5641, 1.6032], [6.8012, 2.4303, 1.6853], [-4.5722, -1.1600, 2.7968], [-3.2327, -1.0371, -0.0983], [2.1943, -1.7671, -0.2939], [-5.2794, -1.1454, 1.4431], [-1.4199, 2.0570, -1.0376], [-1.5644, 0.7219, -0.2964], [-2.6195, -1.4876, -2.5672], [-0.3230, -0.7910, 0.6233], [3.8140, -2.6048, -1.4588], [6.4347, 0.4325, 2.4595], [-3.5852, -1.6095, 2.7230], [7.1083, 2.8916, 0.7503], [-1.9907, 0.9430, 0.6875], [-2.6795, 3.6638, -1.7602], [-2.6170, -1.3661, 0.7509], [-5.1328, -0.1389, -0.4572], [-3.5265, -1.9318, -0.6532], [-0.1502, -1.7917, -2.8380], [2.0628, -1.3276, 0.6961], [-0.6914, -2.2690, -1.2079], [-4.2269, 0.6351, 0.8319], [-5.3692, -2.1776, 1.0837], [-1.0453, 1.8870, -2.0446], [0.4911, 0.7675, 0.3605], [2.3260, 1.1849, -2.0739], [-4.4613, -0.1450, 3.1724], [4.2311, -0.3687, -2.4723], [-5.1489, -1.7324, 3.5203], [1.9108, -1.2343, -2.3548], [-0.6912, 2.6773, -0.5086], [-2.5635, 3.7455, 0.5797], [-3.5220, 2.1121, -1.4949], [2.5134, 0.9642, -0.3294], [-7.2252, -0.6014, 0.6612], [5.8189, 2.8100, 1.9539], [-6.6242, 0.4737, 1.9235], [-1.7775, 0.0280, -2.9118], [7.7459, 0.5263, 1.2648], [4.0388, -2.7473, 0.3039], [4.7422, 0.9492, -1.3933], [7.5102, 2.6977, 2.4634], [1.6040, -2.6830, -0.3490], [-7.2480, -1.1229, 2.3463]], "lowdin_charge": [-0.0147, -0.0709, 0.0861, -0.1365, -0.0393, -0.1277, -0.1652, -0.5354, -0.2674, -0.2256, -0.1347, -0.1117, -0.1635, -0.1327, -0.1573, -0.3251, -0.1311, -0.0862, -0.0666, -0.0789, -0.1860, -0.1099, -0.4415, -0.1287, -0.2964, 0.1191, 0.1228, 0.1305, 0.1203, 0.0644, 0.0742, 0.1439, 0.1145, 0.1087, 0.1177, 0.1237, 0.1224, 0.1214, 0.1223, 0.1085, 0.1333, 0.1080, 0.1189, 0.1213, 0.0821, 0.1299, 0.0742, 0.1458, 0.1183, 0.0874, 0.1125, 0.1143, 0.0733, 0.0762, 0.0814, 0.1162, 0.1285, 0.1235, 0.1225, 0.0758, 0.1166, 0.0727]}

Entry 2:
{"formula": "C35H55N2O2P2Pt", "method": "ωB97M-V/def2-TZVPD", "s2": 6.06, "multiplicity": 5, "total_charge": 3, "homo_lumo_gap_ev": [5.677, 4.499], "energy_ev": -66055.37625, "symbols": ["Pt", "P", "P", "O", "O", "N", "N", "C", "C", "C", "C", "C", "C", "C", "C", "C", "C", "C", "C", "C", "C", "C", "C", "C", "C", "C", "C", "C", "C", "C", "C", "C", "C", "C", "C", "C", "C", "C", "C", "C", "C", "C", "H", "H", "H", "H", "H", "H", "H", "H", "H", "H", "H", "H", "H", "H", "H", "H", "H", "H", "H", "H", "H", "H", "H", "H", "H", "H", "H", "H", "H", "H", "H", "H", "H", "H", "H", "H", "H", "H", "H", "H", "H", "H", "H", "H", "H", "H", "H", "H", "H", "H", "H", "H", "H", "H", "H"], "positions_angstrom": [[0.0568, -0.7171, 0.7584], [1.9060, -1.9171, -0.0503], [-1.2954, 1.3404, 1.4363], [-0.9165, -3.2501, 2.0191], [-2.3777, -1.6045, -0.8568], [1.8638, 0.4928, 1.4171], [0.3454, 0.7483, -0.5915], [0.4920, -3.6370, -1.7065], [-4.1557, -1.7751, -2.4954], [0.5667, 2.7688, -4.4623], [3.0616, 0.3938, 0.8224], [-2.4557, -0.5044, 3.3698], [2.5682, 2.4395, 2.5849], [1.3385, 3.9356, -4.5006], [1.9385, 4.4220, -3.3334], [1.6537, -2.6330, -1.7585], [-4.3089, -2.9226, -1.4887], [-2.5041, 2.6738, -0.6890], [1.5071, 1.6732, 2.0225], [1.2578, -1.5079, -2.7308], [0.3600, 2.1224, -3.2404], [-4.0272, 0.8213, 1.9986], [3.8630, 2.2155, 2.1588], [-2.6800, 1.8667, 3.9201], [4.1101, 1.2358, 1.1895], [-2.8069, -1.1383, -2.1557], [1.7582, 3.7649, -2.1160], [-0.7393, 4.1156, 0.4187], [0.1909, 2.1477, 1.9333], [3.1644, -0.5828, -0.3234], [-2.6845, 0.8763, 2.7531], [2.8537, -3.0515, 1.1251], [0.6713, 1.8822, -0.8263], [4.3520, -3.1453, 0.7751], [2.9409, -3.3041, -2.2556], [2.2311, -4.4576, 1.1054], [-3.2938, -2.6124, -0.3869], [-0.5397, -2.2498, 1.5472], [-1.8850, 3.1103, 0.6343], [2.7540, -2.4909, 2.5592], [0.9425, 2.6206, -2.0610], [-2.8782, 3.9126, 1.4823], [2.5707, 5.3126, -3.3695], [-3.9739, 0.1066, 1.1636], [-3.8152, 3.4074, 1.7226], [-2.9507, 2.8877, 3.6459], [-4.3503, 1.7828, 1.5884], [-3.7941, -2.2309, 0.5209], [5.0823, 1.0937, 0.7251], [-2.8559, -0.0378, -2.1296], [1.0212, -1.9555, -3.7098], [4.6890, 2.8006, 2.5638], [4.5335, -3.4449, -0.2639], [0.6640, -4.4524, -0.9942], [-4.9538, -1.0396, -2.3551], [2.7765, -3.6207, -3.2974], [-0.4274, 4.5991, 1.3515], [-2.4151, 4.2704, 2.4110], [4.1858, -0.9622, -0.4438], [-3.3378, 1.9706, -0.5508], [2.3809, -4.9697, 0.1448], [-3.2345, -0.6698, 4.1328], [2.2448, 4.0946, -1.1954], [-3.1496, 4.8138, 0.9088], [0.3666, -0.9752, -2.3757], [2.7411, -5.0594, 1.8754], [2.9181, -0.0666, -1.2651], [1.1612, -4.4401, 1.3531], [-1.0846, 4.9106, -0.2575], [3.2335, -1.5078, 2.6466], [-2.8976, 3.5570, -1.2150], [4.8797, -2.2023, 0.9725], [-0.2413, 1.2069, -3.1872], [0.1557, 3.6807, -0.0313], [-5.3197, -2.9971, -1.0850], [3.7953, -2.6116, -2.2562], [-4.0536, -3.8807, -1.9539], [-3.4240, 1.5215, 4.6547], [-2.5417, -1.3062, 2.6335], [-2.7193, -3.5031, -0.0890], [3.2002, -4.2047, -1.6835], [0.3798, -4.0833, -2.7065], [-4.1855, -2.1217, -3.5296], [-4.8114, 0.4829, 2.6937], [1.4863, 4.4555, -5.4500], [-1.6962, 1.8833, 4.4079], [-2.0419, -1.4221, -2.8999], [1.7145, -2.4105, 2.8986], [0.1326, 2.3502, -5.3755], [2.2984, 3.2218, 3.2973], [2.0627, -0.7779, -2.8835], [3.2835, -3.1848, 3.2319], [4.8022, -3.9119, 1.4259], [-0.4492, -3.1340, -1.4479], [-1.4804, -0.5718, 3.8650], [-1.7665, 2.2004, -1.3458], [0.0119, 3.0670, 2.5097]], "lowdin_charge": [1.0509, 1.0599, 1.1667, 0.1588, -0.2439, 0.0010, -0.0182, -0.0661, -0.1288, -0.0200, -0.3108, -0.1029, 0.0499, -0.0089, -0.0239, -0.6654, -0.1251, -0.0829, -0.3103, -0.0888, -0.0204, -0.0572, 0.0157, -0.0479, 0.0472, -0.1846, -0.0154, -0.0818, -0.2095, -0.2092, -0.6055, -0.6445, -0.0829, -0.0599, -0.0568, -0.0673, -0.1963, -0.3677, -0.5699, -0.0739, -0.2189, -0.0729, 0.1307, 0.0802, 0.0696, 0.0638, 0.0636, 0.1110, 0.1446, 0.1040, 0.1168, 0.1424, 0.0753, 0.0759, 0.1201, 0.1151, 0.0968, 0.0900, 0.1002, 0.0809, 0.0822, 0.1200, 0.1274, 0.1204, 0.0396, 0.1140, 0.0942, 0.0699, 0.1257, 0.0766, 0.1146, 0.0846, 0.1119, 0.0321, 0.1259, 0.0929, 0.1239, 0.1255, 0.0480, 0.1136, 0.0824, 0.1144, 0.1254, 0.1245, 0.1344, 0.1009, 0.1139, 0.0636, 0.1311, 0.1444, 0.0812, 0.1159, 0.1180, 0.0616, 0.0946, 0.0490, 0.1095]}

Entry 3:
{"formula": "C46H76Cl28FN2O5S", "method": "ωB97M-V/def2-TZVPD", "multiplicity": 1, "total_charge": 1, "homo_lumo_gap_ev": 7.033, "energy_ev": -426323.25362, "symbols": ["Cl", "Cl", "Cl", "Cl", "Cl", "Cl", "Cl", "Cl", "Cl", "Cl", "Cl", "Cl", "Cl", "Cl", "Cl", "Cl", "Cl", "Cl", "Cl", "Cl", "Cl", "Cl", "Cl", "Cl", "Cl", "Cl", "Cl", "Cl", "S", "F", "O", "O", "O", "O", "O", "N", "N", "C", "C", "C", "C", "C", "C", "C", "C", "C", "C", "C", "C", "C", "C", "C", "C", "C", "C", "C", "C", "C", "C", "C", "C", "C", "C", "C", "C", "C", "C", "C", "C", "C", "C", "C", "C", "C", "C", "C", "C", "C", "C", "C", "C", "C", "C", "H", "H", "H", "H", "H", "H", "H", "H", "H", "H", "H", "H", "H", "H", "H", "H", "H", "H", "H", "H", "H", "H", "H", "H", "H", "H", "H", "H", "H", "H", "H", "H", "H", "H", "H", "H", "H", "H", "H", "H", "H", "H", "H", "H", "H", "H", "H", "H", "H", "H", "H", "H", "H", "H", "H", "H", "H", "H", "H", "H", "H", "H", "H", "H", "H", "H", "H", "H", "H", "H", "H", "H", "H", "H", "H", "H"], "positions_angstrom": [[-0.8290, -9.8168, 0.9175], [-1.7688, -3.7851, -2.5588], [4.6397, -1.3106, -5.4270], [-3.1790, 1.0478, 7.2012], [-2.6612, 8.7106, 4.0944], [-0.3257, 10.4749, -0.1580], [0.4507, -7.2634, 4.3874], [3.4121, 5.8192, -3.0023], [-5.5597, 3.8811, 2.9869], [2.7797, 0.6208, -6.6070], [-3.0684, 2.5849, 4.7240], [9.0727, 1.4303, -0.5116], [1.4819, 1.1784, 6.7172], [-2.8524, 10.7606, 1.2846], [-2.6607, -6.3293, -1.4437], [-2.1437, -10.8975, -1.4557], [1.0924, 3.8009, 7.9493], [-2.4079, 7.5279, -6.7547], [8.7521, 4.0921, 0.6498], [-0.9543, -14.8788, 1.5098], [-3.3021, -13.6613, 2.7513], [-6.3306, 1.2692, 4.0346], [1.1500, -9.6779, 5.8799], [-2.4162, 6.0125, 2.9901], [-3.0448, 3.2111, -5.9458], [-5.4157, 4.3513, -4.6767], [-3.7263, 6.3402, -9.0769], [0.9458, 5.9648, -1.4401], [-3.3857, -1.1289, -0.0487], [-4.6129, -0.5521, 0.7627], [5.1030, 1.6032, 0.9661], [-2.9917, -2.3985, 0.4461], [-3.8303, -1.2430, -1.3966], [4.3230, -5.1915, -1.2211], [4.0783, 3.4589, 0.3053], [-1.3171, 0.4769, -0.9159], [-1.7037, 0.2005, -2.2221], [4.9050, -4.1610, -0.4188], [0.4085, 2.5793, 6.8758], [4.1569, -0.1539, -2.0385], [-3.4591, 0.5502, -4.0066], [-2.1824, -0.4016, 2.7086], [8.0316, 2.8549, -0.3860], [0.0711, 1.4848, 3.0098], [-3.1207, -4.9116, -2.3913], [3.8759, 1.2852, -2.5348], [5.6233, -0.4164, -1.6313], [2.9180, -5.1249, -1.2311], [-1.4727, -1.6518, 3.2740], [-6.8576, 2.6878, 3.1160], [-2.7896, 7.7122, -8.4723], [2.6529, 1.8057, 1.3683], [-0.4273, 1.0909, 1.6340], [-2.1085, -2.8937, 3.1680], [0.4317, -9.0359, 4.4027], [2.5596, 1.3287, -3.3570], [3.9924, -0.6295, -6.9237], [-1.1638, -9.5820, -0.8045], [-0.0746, 3.0012, 3.2708], [5.6641, -1.6897, -0.7061], [-4.3076, 4.4463, -6.0532], [4.6332, -2.7795, -1.0912], [0.3095, -2.8193, 4.4415], [-1.1285, 3.7290, 2.8935], [-1.9581, -0.0587, 0.1632], [-1.5580, -4.0830, 3.6436], [-1.5397, 0.1975, 1.4547], [-0.2705, 1.3049, -0.7719], [-2.7916, 1.0618, -2.7126], [-0.3173, -4.0533, 4.3034], [-2.3603, -5.3651, 3.4091], [2.7144, 6.0999, -1.4049], [-2.1612, -13.5925, 1.4020], [0.3544, 1.8792, -2.0403], [-2.5149, -0.2343, -4.9695], [0.2307, 1.6294, 0.5091], [-3.3915, 7.4978, 3.0427], [-1.0897, 10.8180, 1.3989], [-4.1070, 1.6729, 5.8341], [-0.2395, -1.6499, 3.9334], [1.4424, 2.5342, 0.6901], [1.3172, 0.7669, -2.6147], [3.9797, 2.3727, 0.8257], [-3.4644, 7.9045, 2.0386], [2.7270, 0.6587, -4.2236], [7.8830, 3.2698, -1.3773], [2.3202, 2.3277, -3.7552], [3.5311, -1.4250, -7.4985], [-1.4558, -0.1339, -4.6924], [-1.8627, 7.7771, -9.0314], [-3.3693, 8.6187, -8.6069], [1.5499, 0.0753, -1.7898], [-2.4523, 2.1100, -2.7901], [-3.9207, 1.4262, -4.4869], [5.3777, -1.3149, 0.3006], [-7.7038, 3.1392, 3.6224], [-0.9395, 4.8025, 2.6218], [-3.0872, -2.9499, 2.6900], [2.5495, -6.0729, -1.6572], [-1.8454, -0.7887, -2.3954], [0.1153, -4.9765, 4.7113], [-4.3808, 7.2564, 3.4184], [-3.4338, -5.2333, -3.3786], [3.8401, 2.0266, -1.7189], [-2.6191, 0.1771, -5.9857], [4.3252, -4.1527, 0.5275], [0.7207, 0.1833, -3.3352], [-2.7095, -13.7027, 0.4729], [1.8408, 2.8775, -0.2752], [-0.4151, 2.0823, -2.7958], [-3.9374, -4.4048, -1.8879], [-0.5976, -9.3737, 4.3369], [0.8564, 2.8354, -1.8574], [1.2608, -2.7967, 4.9777], [2.6364, 2.0961, 2.4306], [-0.7934, 11.8091, 1.7245], [-3.8404, 5.4251, -6.0625], [4.9140, 1.0160, 1.7169], [-0.7637, 10.0759, 2.1203], [6.6802, -2.1017, -0.6246], [0.9982, -9.3966, 3.5510], [-3.3589, -5.3272, 3.8628], [-3.5809, 1.0806, -1.9315], [-0.5432, 2.2493, 7.2784], [5.9718, -4.3446, -0.2484], [2.4728, -5.0219, -0.2229], [-4.2955, -0.0954, -3.6938], [3.1094, 5.3597, -0.7161], [-4.8868, 2.3283, 6.2049], [-4.8693, 4.2946, -6.9680], [3.5313, -0.3051, -1.1382], [6.0558, 0.4431, -1.1012], [-1.7011, -8.6491, -0.9297], [-4.5477, 0.8419, 5.2972], [3.6130, -2.4950, -0.7854], [-3.2331, -0.6872, 2.5540], [0.7872, 3.4631, 3.7745], [4.8075, -0.1884, -7.4868], [4.6050, -2.8699, -2.1908], [-2.2212, 0.3460, 3.5169], [-7.1469, 2.3726, 2.1194], [0.2610, 3.0176, 5.8953], [-0.2226, -9.5451, -1.3423], [2.5143, -4.3246, -1.8819], [0.3127, -0.7261, 4.0952], [-1.7862, -6.2530, 3.6837], [-0.5041, 1.0006, 3.8158], [7.0795, 2.5548, 0.0375], [2.9807, 7.0978, -1.0737], [2.6369, 0.7182, 1.2066], [6.2672, -0.6481, -2.4966], [-1.6542, -12.6344, 1.4223], [4.6797, 1.6129, -3.2180], [1.1839, 3.4597, 1.2247], [3.8636, -0.8388, -2.8471], [1.1055, 1.1638, 3.1868], [-2.1405, 3.3361, 2.8190], [-2.8453, -1.2822, -4.9804], [-2.5098, -5.4383, 2.3142]], "lowdin_charge": [0.5236, 0.5303, 0.5609, 0.5560, 0.5273, 0.5015, 0.5867, 0.5164, 0.5106, 0.5616, 0.6009, 0.5075, 0.5067, 0.5022, 0.5588, 0.5293, 0.5340, 0.5335, 0.5126, 0.5046, 0.4989, 0.6038, 0.5303, 0.6301, 0.5630, 0.5132, 0.5277, 0.4941, 0.6957, -0.1166, 0.0914, -0.2228, -0.2564, -0.1922, 0.1017, 0.0083, -0.0019, -0.2019, -1.0366, -0.2369, -0.2360, -0.0811, -1.0369, -0.1377, -0.9935, -0.1776, -0.1876, -0.1380, -0.1755, -0.9571, -0.9944, -0.0572, -0.0352, -0.0232, -1.0174, -0.2132, -0.9784, -1.0165, -0.1731, -0.1881, -1.0213, -0.1963, -0.0680, -0.1746, -0.1130, -0.2342, -0.0542, -0.0648, -0.1880, -0.0478, -0.0430, -1.0098, -1.0496, -0.0775, -0.0832, -0.0396, -0.9663, -1.0264, -1.0474, -0.0473, -0.0901, -0.1433, -0.4809, 0.0076, 0.0036, 0.0292, 0.1132, 0.0290, 0.0610, 0.0288, 0.0291, 0.1048, 0.1135, 0.0275, 0.1022, 0.0351, -0.0308, 0.1076, 0.0907, 0.1065, 0.0258, 0.0262, 0.0329, 0.0885, 0.0612, 0.1179, 0.1019, 0.0176, 0.0910, 0.1072, 0.0248, 0.0258, 0.0930, 0.1117, 0.1222, 0.0288, -0.0524, 0.1261, 0.0026, 0.1111, 0.0129, 0.0879, 0.1083, -0.0174, 0.1241, 0.0916, 0.1000, -0.0096, 0.0234, 0.0165, 0.0920, 0.0750, -0.0587, -0.0686, 0.0980, 0.1009, 0.1157, 0.0303, 0.1173, 0.0772, 0.0298, -0.0137, 0.0327, 0.0826, 0.0749, 0.0115, 0.0849, -0.0156, 0.0303, 0.1360, 0.1119, -0.0272, 0.1216, 0.1255, 0.0670, 0.1037, -0.0210, 0.0702, 0.0818]}